No. 1
Density functional theory data (the ωB97M-V functional and the def2-TZVPD basis) for a structure of composition C24H37N4O4PRu.

The geometry in ORCA input format:
```
! wB97M-V def2-TZVPD RIJCOSX def2/J DEFGRID3
* xyz 1 6
Ru 0.174 -0.256 -0.126
C -1.937 -1.043 1.179
C -1.346 -0.254 2.191
C -0.047 -0.745 2.430
C 0.167 -1.883 1.590
C -1.016 -2.071 0.807
C -1.381 -3.252 -0.042
C 1.317 -2.833 1.740
C 0.920 -0.170 3.410
C -2.014 0.841 2.953
C -3.312 -0.876 0.629
H -2.390 -3.591 0.198
H -0.718 -4.099 0.157
H -1.347 -3.038 -1.112
H 1.760 -2.742 2.732
H 2.118 -2.669 1.013
H 0.967 -3.867 1.651
H 0.636 -0.424 4.436
H 0.942 0.918 3.333
H 1.935 -0.535 3.248
H -1.296 1.558 3.349
H -2.558 0.417 3.803
H -2.726 1.388 2.336
H -3.379 -1.235 -0.399
H -3.609 0.174 0.644
H -4.040 -1.437 1.223
C 0.199 -0.190 -4.760
C -0.265 0.189 -3.391
O 0.691 0.469 -2.473
C -1.568 0.355 -3.079
C -2.031 1.126 -1.938
C -3.232 2.009 -2.105
N -1.315 1.162 -0.871
N -1.550 2.199 0.040
C -0.470 2.391 0.754
O 0.594 1.638 0.699
C -0.445 3.530 1.710
C -1.554 4.359 1.865
C -1.518 5.401 2.777
C -0.375 5.628 3.534
C 0.734 4.808 3.377
C 0.698 3.760 2.469
H 1.087 -0.819 -4.719
H 0.419 0.717 -5.329
H -0.586 -0.731 -5.284
H -2.281 0.149 -3.865
H -3.778 1.753 -3.011
H -2.920 3.052 -2.161
H -3.887 1.929 -1.236
H -2.435 4.179 1.266
H -2.382 6.043 2.898
H -0.349 6.446 4.244
H 1.629 4.986 3.961
H 1.557 3.115 2.334
N 3.379 0.207 -2.724
C 3.534 -0.816 -1.681
P 2.408 -2.174 -2.147
O 2.396 -2.274 -3.622
O 1.113 -2.115 -1.331
C 3.146 -3.753 -1.487
N 1.966 -4.577 -1.046
H 1.632 0.463 -2.805
H 3.652 -0.182 -3.621
H 3.950 1.021 -2.535
H 3.261 -0.406 -0.713
H 4.556 -1.204 -1.588
H 3.822 -3.617 -0.645
H 3.662 -4.275 -2.287
H 2.115 -5.031 -0.150
H 1.195 -3.906 -0.966
H 1.726 -5.289 -1.732
*
```

Summary:
- Kohn-Sham gap (alpha / beta) (eV) = 7.08 / 6.57
- energy above the lowest of the compared OMol25 structures with the same formula, charge and spin (kJ/mol) = 8.1
- HOMO energy (alpha / beta) (eV) = -9.83 / -10.25
- <S²> = 8.765
- lowest unoccupied orbital energy (alpha / beta) (eV) = -2.7474 / -3.6799

Mulliken population analysis, charges in e, atoms 1 to 8: 0.65, 0.97, 1.16, 1.04, 0.58, 0.21, -2.00, -1.42

***

No. 2
Density functional theory data (the ωB97M-V functional and the def2-TZVPD basis) for an isolated molecule of C3H3FN2O at a distorted geometry.

The geometry in ORCA input format:
```
! wB97M-V def2-TZVPD RIJCOSX def2/J DEFGRID3
* xyz 0 1
C -1.545 0.672 0.006
C -0.129 0.322 0.093
C 1.956 0.303 -0.007
H -1.859 1.228 0.950
H -1.688 1.375 -0.807
H 2.962 0.711 -0.229
N 0.847 1.156 -0.016
N 1.583 -0.952 -0.027
O 0.208 -0.957 0.068
F -2.198 -0.541 -0.079
*
```

Summary:
- Kohn-Sham gap (eV) = 11.70
- energy above the lowest of the compared OMol25 structures with the same formula, charge and spin (kJ/mol) = 188.0
- HOMO energy (eV) = -10.81
- SMILES string = FCc1ncno1
- lowest unoccupied orbital energy (eV) = 0.8898

natural (NBO) population analysis, charges in e, atoms 1 to 8: 0.00, 0.47, 0.13, 0.20, 0.21, 0.23, -0.49, -0.14

***

No. 3
Density functional theory data (the ωB97M-V functional and the def2-TZVPD basis) for the ion C3H7N2O with charge +1 at a distorted geometry.

The geometry in ORCA input format:
```
! wB97M-V def2-TZVPD RIJCOSX def2/J DEFGRID3
* xyz 1 1
C -0.888 -1.829 0.145
C 1.067 0.951 1.062
C -0.614 -0.510 -0.021
N 1.596 1.140 -0.107
N -1.004 0.299 -1.100
O 0.093 0.102 1.064
H -1.548 -2.557 -0.250
H 1.378 1.404 2.052
H 2.458 1.773 -0.292
H 1.089 0.761 -0.917
H -1.765 0.959 -0.954
H -0.476 -2.107 1.121
H -1.386 -0.384 -1.804
*
```

Summary:
- Kohn-Sham gap (eV) = 9.32
- energy above the lowest of the compared OMol25 structures with the same formula, charge and spin (kJ/mol) = 224.4
- HOMO energy (eV) = -13.69
- SMILES string = C=C(N)OC=[NH2+]
- lowest unoccupied orbital energy (eV) = -4.3704

natural (NBO) population analysis, charges in e, atoms 1 to 8: -0.42, 0.56, 0.38, -0.71, -0.87, -0.44, 0.26, 0.26

***

No. 4
Density functional theory data (the ωB97M-V functional and the def2-TZVPD basis) for a cluster of 2 separate species, C11H25N3 in total at a distorted geometry.

The geometry in ORCA input format:
```
! wB97M-V def2-TZVPD RIJCOSX def2/J DEFGRID3
* xyz 2 1
C 2.243 0.028 -0.712
C 1.050 0.849 -0.421
C 2.832 -1.031 -0.195
C 0.047 0.437 0.341
C 0.070 -2.120 -2.717
C -0.126 -0.610 -2.995
C 2.044 -2.500 -4.312
C -1.766 0.638 3.679
C -1.637 3.048 4.123
C -1.179 1.265 0.730
C -0.793 2.052 2.011
N -0.740 -2.628 -1.819
N 0.986 -2.864 -3.340
N -1.858 2.049 3.091
H 2.863 0.548 -1.466
H 0.938 1.751 -0.937
H 3.844 -1.247 -0.446
H 2.506 -1.590 0.747
H 0.095 -0.503 0.937
H -0.794 -0.588 -3.841
H 0.847 -0.194 -3.081
H -0.513 -0.274 -2.061
H 2.986 -2.718 -3.983
H 1.877 -3.000 -5.263
H 2.003 -1.457 -4.560
H -1.961 -0.077 2.803
H -0.900 0.538 4.383
H -2.645 0.316 4.175
H -2.211 2.808 4.970
H -0.528 3.074 4.273
H -1.964 4.001 3.791
H -2.012 0.645 1.104
H -1.312 2.130 0.100
H 0.229 1.609 2.406
H -0.507 3.039 1.690
H -1.241 -1.957 -1.326
H -1.081 -3.687 -1.762
H 1.128 -3.831 -2.992
H -2.820 2.052 2.877
*
```

Summary:
- Kohn-Sham gap (eV) = 9.59
- HOMO energy (eV) = -14.98
- lowest unoccupied orbital energy (eV) = -5.3859

natural (NBO) population analysis, charges in e, atoms 1 to 8: -0.27, -0.20, -0.34, -0.20, 0.59, -0.66, -0.41, -0.44

***

No. 5
Density functional theory data (the ωB97M-V functional and the def2-TZVPD basis) for a structure of composition C32H31F3N4O9PSbSe4Zr at a distorted geometry.

The geometry in ORCA input format:
```
! wB97M-V def2-TZVPD RIJCOSX def2/J DEFGRID3
* xyz -2 1
Zr -0.465 -1.163 -0.511
O -3.172 0.803 2.241
C -2.297 0.408 1.481
O -2.217 -0.662 0.876
C -1.075 1.280 1.436
C -1.040 2.555 1.976
C 0.230 3.144 2.148
C 1.392 2.458 1.767
C 1.240 1.230 1.137
N 0.018 0.682 1.003
H -1.944 3.119 2.229
H 0.344 4.096 2.634
H 2.373 2.914 1.763
H 2.061 0.698 0.702
C -1.094 -1.258 3.992
O -1.020 -1.562 5.365
C -0.779 -2.836 5.714
O -1.301 -3.386 6.647
H -1.996 -1.689 3.524
H -0.211 -1.699 3.526
H -1.219 -0.180 3.968
O -3.197 1.241 -1.223
C -1.997 1.539 -1.478
O -0.987 0.752 -1.583
C -1.610 3.039 -1.699
C -0.319 3.470 -1.479
C 0.023 4.827 -1.403
C -0.983 5.711 -1.682
O -0.882 7.095 -1.641
C -2.269 7.493 -1.640
O -3.027 6.444 -2.257
C -2.265 5.310 -1.939
C -2.644 3.997 -1.906
H 0.436 2.785 -1.185
H 1.038 5.132 -1.130
H -2.465 8.415 -2.199
H -2.655 7.629 -0.599
H -3.668 3.669 -1.962
F -0.924 -1.135 -3.314
C 0.272 -1.597 -2.816
F 1.240 -0.855 -3.494
F 0.377 -2.805 -3.388
C 0.137 -3.538 4.845
C 0.818 -4.284 4.225
C 1.633 -5.005 3.364
C 1.138 -5.653 2.285
C 1.908 -6.448 1.447
C 3.255 -6.698 1.709
C 3.779 -6.013 2.821
C 3.025 -5.126 3.550
H 0.055 -5.494 2.113
H 1.442 -6.896 0.587
H 3.874 -7.375 1.124
H 4.786 -6.089 3.095
H 3.477 -4.683 4.423
Se 5.968 1.632 -0.425
Sb 7.637 -0.005 0.215
Se 8.597 -1.348 -1.589
Se 8.563 0.048 2.419
Se 1.060 -2.318 0.848
C -4.627 -1.620 -0.850
P -3.413 -2.822 -0.589
C -3.514 -3.338 1.172
C -3.689 -4.309 -1.514
O -2.112 -2.391 -1.199
H -5.576 -1.803 -0.352
H -4.786 -1.682 -1.931
H -4.155 -0.678 -0.505
H -4.231 -4.142 1.123
H -3.806 -2.502 1.819
H -2.562 -3.777 1.395
H -4.653 -4.817 -1.493
H -2.874 -5.049 -1.191
H -3.365 -4.039 -2.523
N 3.047 1.128 -2.965
C 2.688 2.396 -3.359
C 2.165 2.583 -4.648
N 1.986 3.770 -5.134
C 2.346 4.814 -4.366
C 2.707 4.647 -3.072
N 2.946 3.421 -2.529
H 2.662 0.310 -3.398
H 3.491 1.018 -2.050
H 1.819 1.759 -5.256
H 2.260 5.817 -4.782
H 2.773 5.494 -2.455
*
```

Summary:
- Kohn-Sham gap (eV) = 6.75
- energy above the lowest of the compared OMol25 structures with the same formula, charge and spin (kJ/mol) = 73.8
- HOMO energy (eV) = -3.26
- lowest unoccupied orbital energy (eV) = 3.4950

Mulliken population analysis, charges in e, atoms 1 to 8: 0.63, -0.80, -0.22, 0.41, 0.37, -0.67, -0.52, -0.87

***

No. 6
Density functional theory data (the ωB97M-V functional and the def2-TZVPD basis) for a structure of composition C26H27BInN11S7Sb.

The geometry in ORCA input format:
```
! wB97M-V def2-TZVPD RIJCOSX def2/J DEFGRID3
* xyz -1 1
In -0.402 -0.636 -0.099
N 1.927 1.610 -4.062
C 1.760 1.325 -2.750
N 0.613 1.045 -2.232
C -0.530 1.115 -3.011
N -1.688 1.259 -2.455
N -1.489 1.310 -1.074
C -1.877 2.345 -0.463
C -1.350 2.569 0.896
C -1.796 3.599 1.704
C -1.110 3.838 2.891
C -0.017 3.054 3.200
C 0.337 2.019 2.337
N -0.318 1.781 1.213
C -0.371 1.086 -4.466
C -1.413 0.798 -5.346
C -1.196 0.827 -6.709
C 0.068 1.156 -7.203
C 1.112 1.437 -6.346
C 0.895 1.387 -4.969
H 2.849 1.844 -4.393
H 2.643 1.362 -2.112
H -2.442 3.123 -0.974
H -2.636 4.209 1.399
H -1.417 4.643 3.546
H 0.582 3.225 4.083
H 1.200 1.401 2.552
H -2.380 0.550 -4.930
H -2.002 0.596 -7.392
H 0.236 1.191 -8.272
H 2.094 1.682 -6.730
C -4.374 -1.302 1.874
N -3.837 -2.525 1.309
C -3.934 -3.771 1.875
C -3.432 -4.643 0.973
N -3.040 -3.941 -0.139
B -2.729 -4.733 -1.467
N -2.030 -3.857 -2.542
C -2.495 -3.695 -3.823
C -1.583 -2.984 -4.524
N -0.556 -2.706 -3.648
C 0.718 -2.101 -3.981
C -0.843 -3.243 -2.438
S 0.184 -3.148 -1.076
C -3.248 -2.641 0.096
S -2.894 -1.284 -0.917
H -5.067 -1.576 2.667
H -4.897 -0.747 1.098
H -3.577 -0.688 2.285
H -4.317 -3.916 2.868
H -3.315 -5.709 1.022
H -3.789 -5.077 -1.951
H -2.033 -5.673 -1.165
H -3.443 -4.100 -4.124
H -1.577 -2.634 -5.540
H 0.638 -1.652 -4.970
H 1.506 -2.855 -3.974
H 0.976 -1.351 -3.236
S 3.977 2.717 -1.054
Sb 4.449 1.247 0.650
S 3.030 -2.226 0.289
S 2.132 -0.417 0.008
S 3.873 2.120 2.694
S -0.863 -1.069 2.401
C 0.390 -2.306 2.527
N 1.655 -1.797 2.651
C 2.764 -2.544 2.189
C 2.501 -3.987 2.380
C 1.237 -4.402 2.528
N 0.126 -3.566 2.500
H 1.744 -0.791 2.637
H 3.690 -2.188 2.633
H 3.326 -4.683 2.330
H 1.009 -5.456 2.637
*
```

Summary:
- Kohn-Sham gap (eV) = 5.76
- energy above the lowest of the compared OMol25 structures with the same formula, charge and spin (kJ/mol) = 132.7
- HOMO energy (eV) = -4.03
- lowest unoccupied orbital energy (eV) = 1.7260

Mulliken population analysis, charges in e, atoms 1 to 8: 1.03, 0.15, -0.59, 0.03, 0.24, -1.04, 0.90, -0.92

***

No. 7
Density functional theory data (the ωB97M-V functional and the def2-TZVPD basis) for an isolated molecule of C2H8S2Si at a distorted geometry.

The geometry in ORCA input format:
```
! wB97M-V def2-TZVPD RIJCOSX def2/J DEFGRID3
* xyz 0 1
C 0.792 2.594 -1.527
C -1.309 -2.143 1.959
Si -0.096 0.322 0.208
S -0.201 2.409 -0.058
S -1.351 -0.320 2.078
H 1.582 1.713 -1.456
H 1.279 3.516 -1.442
H 0.262 2.829 -2.412
H -2.096 -2.506 1.373
H -1.583 -2.537 2.896
H -0.195 -2.325 1.653
H 1.322 -0.035 0.659
H -0.775 -0.304 -0.828
*
```

Summary:
- Kohn-Sham gap (eV) = 9.25
- energy above the lowest of the compared OMol25 structures with the same formula, charge and spin (kJ/mol) = 192.0
- HOMO energy (eV) = -8.68
- SMILES string = CS[SiH2]SC
- lowest unoccupied orbital energy (eV) = 0.5737

natural (NBO) population analysis, charges in e, atoms 1 to 8: -0.74, -0.72, 0.87, -0.18, -0.24, 0.22, 0.23, 0.23

***

No. 8
Density functional theory data (the ωB97M-V functional and the def2-TZVPD basis) for a structure of composition C47H56NO4RhSi2Te at a distorted geometry.

The geometry in ORCA input format:
```
! wB97M-V def2-TZVPD RIJCOSX def2/J DEFGRID3
* xyz 0 5
Rh -0.822 -0.616 -0.134
C 3.661 3.770 1.276
C 3.391 3.291 -0.139
C 4.295 3.947 -1.162
O 2.044 3.545 -0.505
C 1.308 2.335 -0.567
C 2.272 1.288 0.002
O 3.542 1.895 -0.258
C 2.220 -0.173 -0.542
O 1.148 -0.898 0.014
C 2.234 -0.287 -2.063
C 2.817 0.672 -2.901
C 2.921 0.440 -4.270
C 2.474 -0.747 -4.821
C 1.901 -1.700 -3.993
C 1.781 -1.473 -2.631
C 3.515 -0.825 -0.002
C 3.467 -1.530 1.201
C 4.631 -2.064 1.738
C 5.849 -1.907 1.103
C 5.903 -1.213 -0.103
C 4.744 -0.683 -0.646
C -0.057 2.443 0.172
O -0.791 1.296 -0.146
C 0.188 2.577 1.685
C 0.413 3.825 2.251
C 0.726 3.953 3.600
C 0.831 2.831 4.405
C 0.602 1.580 3.849
C 0.272 1.457 2.507
C -0.869 3.652 -0.283
C -0.470 4.546 -1.232
C -1.082 5.809 -1.385
C -2.005 6.266 -0.415
C -2.489 5.404 0.512
C -2.172 3.936 0.437
H 3.399 4.833 1.351
H 4.715 3.616 1.516
H 3.031 3.205 1.961
H 4.203 5.020 -1.144
H 3.984 3.603 -2.153
H 5.318 3.632 -0.989
H 1.047 2.102 -1.608
H 2.129 1.206 1.084
H 3.219 1.573 -2.476
H 3.382 1.197 -4.901
H 2.551 -0.946 -5.887
H 1.544 -2.635 -4.401
H 1.336 -2.231 -2.004
H 2.524 -1.675 1.711
H 4.584 -2.641 2.654
H 6.743 -2.344 1.519
H 6.838 -1.081 -0.612
H 4.801 -0.147 -1.585
H 0.369 4.707 1.616
H 0.884 4.929 4.029
H 1.106 2.914 5.451
H 0.678 0.688 4.465
H 0.146 0.480 2.051
H 0.397 4.335 -1.839
H -0.725 6.470 -2.167
H -2.333 7.296 -0.460
H -3.246 5.725 1.224
H -2.150 3.511 1.441
C -2.718 -0.465 -1.036
C -3.076 0.943 -1.281
C -3.367 1.749 -0.201
C -3.421 3.238 -0.264
C -3.621 3.725 -1.690
C -3.331 2.887 -2.746
C -2.977 1.542 -2.564
C -4.192 5.001 -1.958
N -4.702 6.010 -2.172
H -2.683 -1.024 -1.971
H -3.471 -0.935 -0.402
H -3.360 1.312 0.800
H -4.281 3.582 0.324
H -3.441 3.306 -3.733
H -2.709 0.917 -3.406
C -0.025 -7.714 -1.216
Si -1.104 -6.216 -1.141
C -2.495 -6.524 0.030
C -1.816 -5.757 -2.788
C -0.078 -4.727 -0.592
Te -1.459 -3.168 -0.198
C -1.566 -3.595 1.881
Si -2.938 -2.630 2.710
C -2.451 -0.846 2.672
C -3.090 -3.197 4.447
C -4.523 -2.904 1.816
H -0.576 -8.589 -1.571
H 0.341 -7.941 -0.221
H 0.844 -7.581 -1.854
H -3.117 -7.311 -0.392
H -3.166 -5.667 0.143
H -2.188 -6.876 1.014
H -2.573 -6.477 -3.095
H -1.042 -5.742 -3.553
H -2.268 -4.763 -2.759
H 0.607 -4.406 -1.364
H 0.522 -4.850 0.304
H -0.580 -3.388 2.322
H -1.745 -4.673 1.941
H -1.752 -0.606 3.480
H -3.324 -0.200 2.826
H -1.980 -0.545 1.723
H -2.156 -3.070 4.978
H -3.349 -4.255 4.466
H -3.880 -2.654 4.971
H -4.410 -2.873 0.730
H -5.238 -2.144 2.107
H -4.935 -3.880 2.081
*
```

Summary:
- Kohn-Sham gap (alpha / beta) (eV) = 6.35 / 6.47
- energy above the lowest of the compared OMol25 structures with the same formula, charge and spin (kJ/mol) = 0.0
- HOMO energy (alpha / beta) (eV) = -6.41 / -8.07
- <S²> = 6.111
- lowest unoccupied orbital energy (alpha / beta) (eV) = -0.0599 / -1.5981

Mulliken population analysis, charges in e, atoms 1 to 8: -0.30, -1.45, 1.05, -1.85, -0.25, -0.89, -0.99, -0.27